Formula: C18H18N2O5S2
Source: the OMol25 dataset
Level of theory: ωB97M-V with the def2-TZVPD basis set

The value obtained for the HOMO energy is -8.38 eV. Its energy relative to the best compared isomer or geometry (same formula, charge and spin) is 383.4 kcal/mol. The value obtained for the frontier orbital gap is 7.85 eV.

Geometry (Å):
C -4.2361 -0.6844 -1.3294
C -3.2071 -1.6291 -2.1797
H -3.7770 -2.2569 -2.7812
H -2.6402 -1.0972 -2.8723
O -2.5402 -2.5588 -1.4138
C -1.3185 -2.2359 -1.1497
O -0.7491 -1.4960 -1.7253
C -0.6322 -3.0176 -0.2723
C -1.3992 -2.9182 1.0767
O -2.0388 -3.8472 1.5735
C -1.1310 -1.4825 1.9794
H -0.1215 -1.5358 2.1379
H -1.6925 -1.8239 2.7268
S -1.3697 -0.0848 1.0346
C 0.2124 0.1632 0.2652
N 1.1301 -0.5617 0.9874
C 2.4615 -0.3934 0.4457
C 2.6574 0.7251 -0.4348
C 4.1808 0.9748 -0.8922
C 4.7991 -0.0024 -0.0574
C 6.2503 -0.2668 -0.3372
H 6.6227 0.5496 -0.7771
H 6.7452 -0.0256 0.7923
H 6.4586 -1.2201 -0.4197
S 3.8547 -0.9031 0.6236
H 4.5522 1.6156 -1.5271
C 1.6180 1.3822 -1.0339
O 1.7206 2.6414 -1.8570
N 0.2673 1.1403 -0.3996
C -0.7880 1.8118 -0.9777
C -1.5798 2.6923 -0.0504
C -1.2247 3.4167 0.8550
C -2.3377 3.8543 1.6982
C -3.4109 3.0294 1.0435
O -2.9617 2.3403 0.0545
H -4.4031 3.3433 1.2841
H -2.4096 4.4865 2.3412
H -0.1941 3.7890 1.4443
H -1.4905 1.1597 -1.5152
H -0.5487 2.6708 -1.7108
H -0.5853 -4.1457 -0.3448
H 0.2895 -2.6563 0.2031
H -5.0273 -0.2044 -2.0868
H -4.9526 -1.3977 -0.6990
H -3.8237 0.1079 -0.9163

Formula: C6H10Br2N2
Source: the OMol25 dataset
Level of theory: ωB97M-V with the def2-TZVPD basis set

The value obtained for the HOMO energy (spin up / spin down) is -6.61 / -9.22 eV. The spin multiplicity is 3. The value obtained for the frontier orbital gap (spin up / spin down) is 7.35 / 8.86 eV.

Geometry (Å):
C 1.3208 -0.4140 0.7853
C -0.0058 -0.4878 -1.2879
C 0.9366 1.0950 0.9029
C 0.0117 1.0275 -1.2888
C 0.2767 -1.2724 0.0628
C -1.0536 -1.2081 0.8324
N -0.2572 1.3916 0.1221
N -1.4195 1.2320 0.7344
Br -2.5156 -1.9830 0.0595
Br -3.0015 1.3867 -0.1575
H 2.2850 -0.3749 0.2937
H 1.4389 -0.8511 1.8977
H -0.9691 -0.9757 -1.7562
H 0.8431 -0.8023 -1.9751
H 0.5390 1.4375 1.9187
H 1.7495 1.7136 0.5913
H 1.0142 1.5512 -1.3746
H -0.7073 1.3960 -2.0493
H 0.5128 -2.4057 -0.2033
H -0.9987 -1.4562 1.8919

Formula: C42H51BrGeN2OsSi
Source: the OMol25 dataset
Level of theory: ωB97M-V with the def2-TZVPD basis set

The value obtained for the HOMO energy is -13.60 eV. Its energy relative to the best compared isomer or geometry (same formula, charge and spin) is 0.0 kcal/mol. The value obtained for the frontier orbital gap is 6.52 eV. Its charge is +2.

Geometry (Å):
Os 0.1868 0.2614 -0.3368
C 5.6204 -0.7485 -3.3774
C 4.1159 -0.7436 -3.6278
C 3.4363 0.5915 -3.3121
C 3.6445 1.0746 -1.8608
Ge 2.5591 -0.0424 -0.6972
C 3.5725 -1.5995 -0.1241
C 4.3287 -1.3650 1.1909
C 5.4604 -0.3496 1.0725
C 6.2588 -0.2152 2.3624
H 6.0669 -1.6795 -3.7268
H 5.8636 -0.6509 -2.3164
H 6.1073 0.0737 -3.9078
H 3.6422 -1.5538 -3.0559
H 3.9260 -0.9728 -4.6781
H 2.3627 0.5057 -3.5355
H 3.8136 1.3617 -3.9901
H 3.3437 2.1165 -1.7785
H 4.6953 1.0121 -1.5809
H 0.7559 -0.1741 -1.7805
H 4.2745 -1.8085 -0.9378
H 2.8958 -2.4552 -0.0538
H 4.7307 -2.3224 1.5327
H 3.6389 -1.0347 1.9782
H 5.0500 0.6317 0.7953
H 6.1232 -0.6453 0.2531
H 5.6236 0.1234 3.1853
H 7.0726 0.5012 2.2522
H 6.6950 -1.1738 2.6503
C -1.7560 0.5127 0.2949
C -2.8902 0.7166 0.7030
C -4.1625 0.9937 1.1842
C -4.4520 0.8592 2.5880
C -3.4018 0.8563 3.5262
C -3.6719 0.7237 4.8690
C -4.9888 0.5624 5.3004
C -6.0344 0.5288 4.3843
C -5.7744 0.6798 3.0366
C -5.1608 1.4291 0.2211
C -6.1074 2.4077 0.5640
C -7.0116 2.8554 -0.3823
C -7.0030 2.3142 -1.6631
C -6.0703 1.3399 -2.0120
C -5.1393 0.9160 -1.0861
H -2.3845 0.9843 3.1762
H -2.8672 0.7429 5.5922
H -5.1980 0.4515 6.3570
H -7.0495 0.3736 4.7241
H -6.5828 0.6091 2.3220
H -6.0976 2.8444 1.5542
H -7.7251 3.6259 -0.1226
H -7.7243 2.6545 -2.3952
H -6.0773 0.9153 -3.0069
H -4.4135 0.1545 -1.3447
Br 0.4808 1.9516 2.2310
C 0.5813 0.1035 2.6414
C 0.6599 -0.3142 3.9538
C 0.8210 -1.6699 4.1942
C 0.9159 -2.5346 3.1141
C 0.8133 -2.0259 1.8364
N 0.6345 -0.7192 1.5910
H 0.6201 0.4124 4.7533
H 0.8954 -2.0370 5.2097
H 1.0690 -3.5961 3.2521
H 0.9026 -2.6628 0.9655
N -0.3731 1.8444 -1.7201
C -0.4352 3.1318 -1.0440
C 0.7368 3.7725 -0.6844
C 0.6770 4.9849 -0.0078
C -0.5531 5.5450 0.3107
C -1.7226 4.8965 -0.0596
C -1.6676 3.6877 -0.7423
H -1.3032 1.6327 -2.0708
H 0.2211 1.8955 -2.5421
H 1.6935 3.3312 -0.9257
H 1.5931 5.4943 0.2630
H -0.5983 6.4924 0.8313
H -2.6839 5.3375 0.1717
H -2.5821 3.1814 -1.0371
C -1.9654 -2.6321 -0.0344
Si -0.7965 -1.7611 -1.2045
C -1.7583 -1.3432 -2.7498
C 0.5822 -2.9493 -1.6461
C 1.4956 -2.6301 -2.6584
C 2.5143 -3.5032 -3.0174
C 2.6475 -4.7210 -2.3585
C 1.7465 -5.0641 -1.3586
C 0.7187 -4.1897 -1.0166
H -2.3026 -3.5561 -0.5172
H -2.8489 -2.0188 0.1517
H -1.5375 -2.9005 0.9327
H -2.1588 -2.2515 -3.2079
H -1.1312 -0.8477 -3.4970
H -2.6028 -0.6860 -2.5179
H 1.4056 -1.6878 -3.1977
H 3.1971 -3.2440 -3.8182
H 3.4382 -5.4057 -2.6372
H 1.8321 -6.0199 -0.8563
H 0.0072 -4.4942 -0.2548

Formula: C3H7N3O2
Source: the OMol25 dataset
Level of theory: ωB97M-V with the def2-TZVPD basis set

The value obtained for the HOMO energy is -9.33 eV. Its energy relative to the best compared isomer or geometry (same formula, charge and spin) is 153.1 kcal/mol. The value obtained for the frontier orbital gap is 9.88 eV.

Geometry (Å):
H 1.0290 -1.2749 2.6587
N 1.0115 -0.4398 1.8795
C 0.1985 -0.2975 0.9988
N -0.9594 -0.9250 0.6122
N -1.7585 -0.3799 -0.3608
C -1.0553 -0.2834 -1.6665
O 0.3763 0.9330 0.3492
C 1.8867 1.1882 0.1406
O 2.9773 0.4971 -0.0137
H -1.7064 -1.1402 1.4134
H -1.8992 0.5639 -0.0786
H -1.3977 0.7111 -2.3886
H 0.0994 -0.0622 -1.4667
H -0.8711 -1.2694 -2.2720
H 2.0688 2.1788 0.1944

Formula: C2H12NO2S2
Source: the OMol25 dataset
Level of theory: ωB97M-V with the def2-TZVPD basis set

The value obtained for the HOMO energy is -12.95 eV. Its energy relative to the best compared isomer or geometry (same formula, charge and spin) is 38.8 kcal/mol. The value obtained for the frontier orbital gap is 9.71 eV. Its charge is +1.

Geometry (Å):
N 1.4774 -0.3150 0.3922
C 0.5812 0.5457 -0.6052
C 0.7203 1.9502 -0.7135
S 0.0761 3.0581 0.7073
S -1.0934 2.0113 2.0897
H 2.4157 0.0677 0.3938
H -2.4562 -2.4548 0.7565
H 1.1494 -0.3175 1.3278
H -0.5371 0.2732 -0.1465
H 0.6957 -0.0682 -1.6124
H 1.8141 2.3403 -0.6156
H 0.2308 2.2603 -1.6734
H -2.3778 2.1412 1.8316
H 0.3198 -3.2105 -0.9479
H -0.2265 -1.8965 -1.5921
O 0.5947 -2.4010 -1.4108
H -2.7717 -1.0396 0.9878
H 1.5033 -1.3264 0.0602
O -2.1157 -1.6184 0.7707

Formula: C27H58NO
Source: the OMol25 dataset
Level of theory: ωB97M-V with the def2-TZVPD basis set

The value obtained for the HOMO energy is -11.53 eV. The value obtained for the frontier orbital gap is 9.34 eV. Its charge is +1.

Geometry (Å):
C -2.7554 -0.7375 7.6739
C -2.8416 -0.5022 6.0312
C -4.3174 0.0815 5.5410
C -4.6823 1.5155 6.2467
C -4.3843 2.8403 5.3287
C -3.2475 2.6414 4.1647
C -4.0365 2.5099 2.7283
C -3.0972 3.0384 1.4545
C -3.9530 2.6953 0.0921
C -3.0267 1.7360 -0.8623
C -2.7061 2.3737 -2.3575
C -1.8487 3.7726 -2.3097
C -0.2170 3.5839 -2.3430
C 0.3268 2.5986 -3.5539
C 1.2823 1.3574 -3.0179
C 0.7605 -0.1348 -3.5643
C 0.2060 -0.9106 -2.1968
C 1.4016 -1.4461 -1.2126
N 2.2240 -2.5911 -1.7576
C 2.4385 -3.5547 -0.5713
C 3.6132 -2.2085 -2.2368
C 4.5929 -1.6312 -1.0275
C 5.4394 -0.3620 -1.6371
C 5.5618 0.9220 -0.5914
C 6.4602 0.6105 0.7441
C 1.5545 -3.4113 -2.8373
O 2.1975 -4.7527 -3.0327
C 1.3581 -5.5855 -3.9404
C 2.3110 -6.4000 -5.0477
H -1.6524 -1.1219 7.8831
H -2.8870 0.2476 8.2927
H -3.5315 -1.5335 8.0441
H -1.9439 0.2020 5.7605
H -2.6739 -1.5455 5.5038
H -5.1110 -0.7048 5.9597
H -4.4356 0.0622 4.3698
H -5.8605 1.5011 6.4353
H -4.1949 1.6826 7.2986
H -5.4232 3.2287 4.9062
H -3.9832 3.6851 6.0663
H -2.4584 1.8031 4.3735
H -2.6401 3.6634 4.1126
H -4.4862 1.4446 2.5403
H -4.9373 3.2914 2.7795
H -2.9922 4.2247 1.5296
H -2.0553 2.5061 1.5268
H -4.9395 2.0911 0.3259
H -4.2312 3.6947 -0.4944
H -1.9883 1.4598 -0.3934
H -3.6020 0.7103 -1.0363
H -2.2157 1.5206 -2.9907
H -3.7456 2.6379 -2.8738
H -2.2119 4.5469 -3.1334
H -2.1046 4.2832 -1.2678
H 0.1808 3.2681 -1.2677
H 0.2376 4.6721 -2.5271
H -0.5326 2.2342 -4.2710
H 1.0438 3.2764 -4.2257
H 1.2449 1.3912 -1.8258
H 2.4325 1.5279 -3.2835
H -0.1373 0.0360 -4.3273
H 1.6590 -0.6850 -4.0769
H -0.6265 -1.7198 -2.4412
H -0.3689 -0.0606 -1.5862
H 2.0473 -0.4955 -0.9038
H 0.8891 -1.8129 -0.2074
H 3.3477 -4.2753 -0.7245
H 1.3993 -4.1159 -0.4396
H 2.6219 -2.9669 0.4470
H 4.2107 -3.1188 -2.7215
H 3.4715 -1.4304 -3.1232
H 3.9707 -1.2749 -0.0833
H 5.3573 -2.4409 -0.6269
H 4.9615 0.0967 -2.6297
H 6.4979 -0.7821 -1.9667
H 6.0950 1.7821 -1.2245
H 4.4667 1.3005 -0.3577
H 5.8624 -0.0144 1.5345
H 6.7427 1.6424 1.2500
H 7.4720 0.0921 0.4442
H 0.4108 -3.6625 -2.6114
H 1.6989 -2.8550 -3.8728
H 0.5125 -4.9828 -4.4822
H 0.8834 -6.4472 -3.2649
H 2.0709 -6.0143 -6.1442
H 3.4578 -6.2405 -4.8279
H 2.1094 -7.5549 -5.0571